Below is a 10-piece molecular cluster, C5H28N2O10 overall at a distorted geometry, with properties calculated with wB97M-V/def2-TZVPD.

Last column: Löwdin charge in e.
Atoms and positions in Å:
O: 2.3535 2.2110 -0.6668  0.0123
C: 2.4889 1.4283 0.2550  -0.2074
C: 1.5622 0.2637 0.5738  -0.3311
C: 0.0710 0.3792 0.2695  -0.1399
C: -0.7039 -0.5639 1.1680  -0.2262
C: -1.7556 0.4606 3.0492  -0.0233
N: -0.7068 -0.0044 2.5139  -0.0525
N: 2.3491 -0.7069 -0.2227  0.0886
H: 3.3865 1.4057 0.8872  0.1287
H: 1.6057 -0.1676 1.5805  0.1235
H: -0.1280 0.1469 -0.7912  0.1038
H: -0.2372 1.4282 0.4765  0.0973
H: -0.1708 -1.5520 1.2180  0.1056
H: -1.6384 -0.9780 0.7921  0.0933
H: -2.7656 0.5671 2.6069  0.0920
H: -1.5467 0.9205 4.0121  0.0675
H: 2.1769 -0.7248 -1.2139  0.0827
H: 2.4386 -1.5415 0.3294  0.0743
H: 0.3847 -3.4643 -2.7691  0.0331
H: -0.5022 -2.3653 -3.4112  0.0265
O: 0.2462 -2.5159 -2.8266  -0.0560
H: -0.1770 -4.5195 1.5444  0.0522
H: 1.0517 -4.3366 2.1144  0.0420
O: 0.6248 -4.0333 1.2906  -0.0726
H: -0.8347 4.4975 0.1342  0.0555
H: 0.1641 3.8520 -0.8488  0.0445
O: -0.4921 3.6414 -0.1750  -0.0529
H: -3.3817 -0.1329 -2.4883  0.0338
H: -2.6792 -0.1347 -3.7948  0.0385
O: -2.9930 -0.7493 -3.1181  -0.0900
H: 1.6824 1.8741 -2.1209  -0.0025
H: 1.7558 1.1101 -3.4524  0.0509
O: 1.2962 1.8460 -3.0357  -0.0766
H: -1.4751 1.5906 -1.7151  0.0248
H: -0.5127 1.4197 -2.9947  0.0162
O: -1.3269 1.1290 -2.5425  -0.0795
H: 1.6063 4.1031 1.8736  0.0378
H: 0.9884 2.8658 2.4168  0.0275
O: 1.8419 3.3054 2.3580  -0.0415
H: -2.5781 -1.4090 -1.2186  -0.0013
H: -3.1869 -2.8249 -1.3192  0.0371
O: -3.1767 -2.0299 -0.7853  -0.0680
H: 1.4394 -2.2662 2.8453  0.0068
H: 0.5928 -1.2464 3.5848  0.0027
O: 0.8621 -2.1785 3.6166  -0.0780

Computed properties:
SMILES string: C=NCC[C@@H](N)C=O.O.O.O.O.O.O.O.O.O
HOMO energy: -9.4 eV
total charge: 0
strongest force on any atom: 1.85 eV/A
LUMO energy: 0.2 eV
ΔE to the lowest compared entry with this formula, charge and spin: 104.2 kcal per mole
multiplicity: 1

=====

Below is a 9-piece molecular cluster, C5H28N2O9 overall at a distorted geometry, with properties calculated with wB97M-V/def2-TZVPD.

Last column: Löwdin charge in e.
Atoms and positions in Å:
C: -0.6470 -0.4176 -2.1876  -0.1261
N: -0.2302 0.8220 -1.5518  0.0283
C: -1.1586 1.7863 -1.2982  -0.3349
O: -2.3382 1.6448 -1.5819  -0.0137
C: -0.6398 -1.5645 -1.1452  -0.3710
C: -0.5865 -2.9000 -1.9313  -0.0569
N: 0.4669 -1.4929 -0.1995  -0.0851
C: 0.2146 -2.3187 0.9891  -0.0889
H: 0.0553 -0.6152 -2.9955  0.1219
H: -1.6471 -0.2298 -2.5633  0.1190
H: 0.6953 0.8609 -1.1933  0.0749
H: -0.6977 2.7483 -1.0546  0.1315
H: -1.6038 -1.5551 -0.6393  0.1280
H: 0.4615 -3.1511 -2.0873  0.0747
H: -1.0960 -3.6570 -1.3453  0.0693
H: -0.8520 -2.9580 -2.9907  0.0751
H: 1.3827 -1.5580 -0.6216  0.0899
H: 0.8513 -1.9402 1.7982  0.0669
H: 0.4786 -3.3750 0.9101  0.0865
H: -0.7807 -2.0287 1.2795  0.0553
H: 3.6588 0.0128 -2.3923  0.0571
H: 3.7929 -0.1741 -0.8207  0.0165
O: 3.3606 0.3093 -1.5357  -0.0443
H: 2.8069 2.0516 -0.8856  -0.0247
H: 1.7654 3.0721 -0.5097  0.0050
O: 2.6298 3.0037 -0.9352  -0.0689
H: 2.7728 0.7069 2.0386  0.0357
H: 2.2229 0.4439 3.5010  0.0618
O: 2.6510 0.0579 2.7348  -0.0399
H: -2.0527 0.0424 3.0315  0.0230
H: -1.9112 0.9767 1.9094  0.0186
O: -1.5042 0.7860 2.7643  -0.0578
H: 4.1308 -1.2016 1.3955  0.0515
H: 2.7114 -1.2005 0.8115  -0.0124
O: 3.6071 -1.5127 0.6501  -0.0482
H: -2.8406 -2.1027 1.9597  0.0397
H: -4.0949 -1.0481 1.6824  0.0479
O: -3.2011 -1.2184 1.9801  -0.0469
H: -0.2783 1.3459 1.4978  0.0066
H: 0.9950 0.8955 0.8870  0.0154
O: 0.3932 1.6481 0.8707  -0.0612
H: -3.4248 1.7868 0.2323  0.0109
H: -4.2399 0.6860 -0.2845  0.0357
O: -4.1732 1.2377 0.5070  -0.0658

Computed properties:
SMILES string: CN[C@H](C)CNC=O.O.O.O.O.O.O.O.O
HOMO energy: -9.2 eV
total charge: 0
strongest force on any atom: 2.41 eV/A
LUMO energy: 0.2 eV
ΔE to the lowest compared entry with this formula, charge and spin: 74.0 kcal per mole
multiplicity: 1

=====

Below is a 8-piece molecular cluster, C5H28N3O7 overall at a distorted geometry, with properties calculated with wB97M-V/def2-TZVPD.

Last column: Löwdin charge in e.
Atoms and positions in Å:
C: 1.6968 2.1645 1.9565  -0.0180
C: 0.8240 1.3572 1.0226  -0.2930
C: -0.3766 0.6442 1.6154  -0.1255
C: -1.7020 1.3314 1.1104  -0.2125
N: -2.2912 -1.3312 -0.0328  0.0729
C: -3.1550 -0.5827 0.8164  -0.2524
N: -2.9335 0.5839 1.2497  0.0361
N: 1.6619 0.2648 0.3157  0.2006
H: 2.5721 1.5665 2.2330  0.0750
H: 1.2245 2.2991 2.9211  0.0924
H: 2.1267 3.0893 1.5939  0.0883
H: 0.5801 1.9586 0.1565  0.1371
H: -0.4703 -0.3534 1.2576  0.0548
H: -0.4848 0.6666 2.6952  0.1264
H: -1.5964 1.7240 0.0898  0.1039
H: -1.8067 2.2512 1.6880  0.1076
H: -1.5410 -1.6770 0.5599  0.0577
H: -2.7186 -2.1454 -0.4400  0.0792
H: -4.0481 -1.0256 1.2486  0.1143
H: 1.3212 0.1354 -0.6444  0.1249
H: 2.5529 0.7364 0.1551  0.1258
H: 1.7911 -0.6773 0.6893  0.1290
H: 0.8087 -3.8049 -1.2987  0.0390
H: -0.5735 -3.1513 -1.1034  -0.0083
O: 0.1630 -3.5508 -0.6376  -0.0623
H: 3.4214 -0.6203 2.9248  0.0570
H: 3.0401 -2.0019 2.8638  0.0210
O: 2.8229 -1.2057 2.4534  -0.0240
H: 3.0711 2.0323 -2.0539  0.0575
H: 2.8287 0.8026 -2.9620  0.0597
O: 2.9881 1.0740 -2.0525  -0.0369
H: -0.9651 1.1921 -3.4614  -0.0038
H: -0.9273 0.6639 -4.8895  0.0668
O: -0.3810 0.7763 -4.1037  -0.0603
H: -2.7392 2.6223 -3.1723  0.0676
H: -3.5663 1.4165 -2.9911  0.0603
O: -2.6673 1.7133 -2.8582  -0.0375
H: 0.0388 -2.6458 3.6710  0.0425
H: 0.4494 -3.0120 2.2848  0.0446
O: 0.2355 -2.2435 2.8324  -0.0444
H: -1.1230 -1.0357 -2.3257  0.0017
H: 0.0627 -0.6940 -3.0498  0.0172
O: -0.2144 -1.3081 -2.3278  -0.0816

Computed properties:
HOMO energy: -11.8 eV
total charge: +1
strongest force on any atom: 2.79 eV/A
LUMO energy: -2.4 eV
ΔE to the lowest compared entry with this formula, charge and spin: 15.1 kcal per mole
multiplicity: 1

=====

Below is a 8-piece molecular cluster, C5H28NO7 overall at a distorted geometry, with properties calculated with wB97M-V/def2-TZVPD.

Last column: Löwdin charge in e.
Atoms and positions in Å:
C: -1.8806 0.2259 2.5375  -0.0635
C: -1.4666 0.0705 1.1317  -0.2920
C: -2.1235 1.0193 0.0207  -0.3727
C: -1.4741 1.3022 -1.2949  -0.0569
C: -3.4826 0.4393 -0.1773  -0.0949
N: 0.0691 0.1420 1.1008  0.1996
H: -1.2605 0.8278 3.3361  0.1290
H: -1.9424 -0.7381 3.0506  0.0855
H: -2.9004 0.7211 2.5919  0.1081
H: -1.6491 -0.9755 0.7568  0.1555
H: -2.1860 2.0363 0.3852  0.1347
H: -0.4548 1.1664 -1.3329  0.0340
H: -1.6155 2.2789 -1.7283  0.0984
H: -1.9973 0.9772 -2.1355  0.0642
H: -3.5642 -0.7854 -0.1068  0.1427
H: -3.8958 0.7939 -1.2015  0.1140
H: -4.2583 0.5802 0.6049  0.0757
H: 0.2738 1.0204 1.4653  0.1212
H: 0.4172 0.0750 0.1813  0.0540
H: 0.5995 -0.5416 1.7026  0.1469
H: 3.2179 -1.2690 1.6664  0.1688
H: 1.8586 -2.0851 1.4958  0.0294
O: 2.2297 -1.2207 1.3151  -0.0964
H: 0.8319 -4.0775 -0.1159  0.0434
H: 2.3020 -3.7202 -0.3630  0.1001
O: 1.6258 -3.8145 0.4025  -0.0886
H: 3.4113 -1.9172 -3.1769  0.0438
H: 2.0855 -1.6847 -2.4609  0.0192
O: 2.5943 -2.3820 -2.9283  -0.0752
H: 2.0690 4.6908 1.5752  0.0152
H: 0.7312 4.5334 1.3025  0.1282
O: 1.5863 3.9603 1.2949  -0.0509
H: -0.5453 -4.2782 -1.8917  -0.0247
H: -1.2328 -3.7030 -2.9450  -0.0637
O: -0.7900 -3.5110 -2.2579  0.0965
H: 1.6974 2.5683 -0.0180  -0.0104
H: 2.6999 3.3949 -0.7720  0.0452
O: 2.0867 2.6928 -0.8627  -0.0340
H: 2.1944 0.9794 -1.2636  0.0178
H: 2.3231 -0.0581 -0.0894  -0.0061
O: 1.8150 0.2658 -0.7952  -0.0412

Computed properties:
HOMO energy: -13.7 eV
total charge: +1
strongest force on any atom: 9.79 eV/A
LUMO energy: -2.7 eV
ΔE to the lowest compared entry with this formula, charge and spin: 90.1 kcal per mole
multiplicity: 1